No. 1
10
Properties=species:S:1:pos:R:3:forces:R:3 method="wB97M-V/def2-TZVPD" e_homo_ev="-10.108 / -10.107" total_energy_ha=-578.9694 homo_lumo_gap_ev="8.3958 / 8.3949" charge=0 smiles="O=N/[N+]([O-])=N/O.O=C=O" lumo_energy_ev="-1.71 / -1.71"
C -2.314 0.946 -0.010 1.7 -3.4 -2.1
N 1.661 -0.391 -0.607 -0.6 -3.2 -0.7
N 0.894 -0.527 0.439 3.2 1.2 -3.4
N 0.039 -1.750 0.409 -1.1 -1.6 0.4
O -2.703 1.744 0.671 -1.6 3.4 2.5
O 1.920 0.845 -0.953 -0.9 0.0 2.2
O -1.904 0.078 -0.665 0.0 0.0 -0.4
O 0.482 -2.671 -0.137 0.3 0.6 0.2
O 0.542 0.461 1.065 -1.3 1.6 1.5
H 1.383 1.265 -0.211 0.3 1.3 -0.3

No. 2
84
Properties=species:S:1:pos:R:3:forces:R:3 method="wB97M-V/def2-TZVPD" e_homo_ev="-1.206 / -0.054" total_energy_ha=-2709.2737 homo_lumo_gap_ev="5.8817 / 4.7316" charge=-2 lumo_energy_ev="4.68 / 4.68"
Mg 0.516 -0.549 0.234 0.6 0.8 0.6
C 1.137 3.792 -0.247 0.3 0.3 0.0
O 0.108 2.867 -0.172 -0.2 -0.5 -0.2
Si -1.408 3.189 0.431 -0.9 0.0 -0.2
C -1.136 3.788 2.241 -0.1 -0.5 -0.5
C -1.962 4.856 -0.406 0.2 -0.6 0.1
C -2.428 1.698 0.054 -0.2 0.4 0.1
Si -2.681 1.342 -1.750 -0.2 0.2 0.0
C -3.390 -0.387 -2.194 0.2 0.5 0.3
C -3.892 2.572 -2.660 0.4 -0.4 0.4
C -1.090 1.466 -2.822 -0.4 0.0 0.5
Si -3.581 1.155 1.395 0.0 0.2 0.1
C -4.849 2.524 1.942 0.5 -0.4 -0.2
C -2.662 0.693 3.027 -0.1 0.2 -0.5
C -4.737 -0.335 1.032 0.5 0.5 -0.1
H 0.791 4.741 -0.670 0.0 0.1 -0.1
H 1.925 3.386 -0.881 0.1 0.1 0.0
H 1.560 3.998 0.742 0.1 0.0 0.0
H -0.599 4.735 2.267 0.1 0.1 -0.2
H -0.550 3.062 2.792 0.1 -0.2 0.2
H -2.067 3.933 2.777 -0.3 0.0 0.1
H -1.487 5.743 0.014 0.2 0.0 0.1
H -3.037 4.991 -0.315 -0.2 -0.1 0.1
H -1.730 4.831 -1.468 0.0 0.0 -0.3
H -4.373 -0.527 -1.761 -0.3 -0.1 0.2
H -2.744 -1.166 -1.803 0.1 -0.2 0.1
H -3.488 -0.539 -3.267 0.1 0.2 -0.2
H -4.877 2.535 -2.203 -0.2 0.0 0.2
H -4.012 2.364 -3.721 0.1 -0.2 -0.2
H -3.532 3.591 -2.562 0.1 0.3 0.1
H -0.329 0.794 -2.428 0.2 -0.1 0.0
H -0.687 2.471 -2.777 0.2 0.3 0.1
H -1.252 1.220 -3.869 -0.2 -0.1 -0.1
H -4.317 3.446 2.157 0.1 0.3 0.1
H -5.432 2.260 2.822 0.0 -0.2 0.2
H -5.544 2.737 1.134 -0.1 0.0 -0.2
H -2.543 1.558 3.672 0.0 0.2 0.1
H -1.668 0.329 2.779 0.1 -0.1 0.0
H -3.167 -0.081 3.600 -0.2 -0.1 0.0
H -5.397 -0.110 0.202 -0.2 0.1 -0.3
H -5.362 -0.597 1.882 0.0 0.1 0.3
H -4.154 -1.207 0.765 0.2 -0.3 -0.1
F -1.417 -6.925 -0.825 0.3 0.7 0.2
C -0.923 -5.665 -0.498 -0.1 -0.4 -0.2
C -0.458 -5.429 0.795 0.0 -0.4 0.3
C 0.051 -4.209 1.120 -0.1 -0.2 -0.3
C 0.095 -3.032 0.179 0.0 -0.9 0.2
C -0.923 -2.041 0.759 -0.6 0.8 -0.1
C -0.376 -3.444 -1.193 -0.1 0.1 0.1
C -0.871 -4.673 -1.485 -0.2 -0.4 -0.5
H -0.483 -6.241 1.517 0.0 0.0 0.0
H 0.421 -4.030 2.122 0.1 0.1 0.0
H -1.025 -2.174 1.837 0.0 0.0 0.1
H -1.904 -2.142 0.301 -0.2 0.0 0.0
H -0.350 -2.676 -1.960 0.0 0.0 0.0
H -1.219 -4.917 -2.485 0.0 0.0 0.1
F 7.351 1.068 1.705 -0.1 0.1 0.5
C 6.784 0.839 0.502 0.1 0.0 -0.2
F 7.412 1.712 -0.352 0.0 0.2 -0.3
F 7.320 -0.379 0.112 -0.1 -0.1 -0.1
C 5.331 0.935 0.486 0.4 -0.1 0.3
C 4.560 0.952 1.682 -0.1 0.0 -0.1
C 3.196 0.938 1.591 0.4 0.2 0.9
N 2.493 0.934 0.435 -1.4 -0.6 -0.2
C 3.238 0.975 -0.696 0.6 0.1 -0.6
C 4.603 0.941 -0.737 -0.1 0.2 0.0
H 5.065 0.950 2.640 -0.2 0.0 0.1
H 2.591 0.939 2.489 0.0 0.0 0.2
H 2.674 1.033 -1.619 0.0 -0.1 -0.2
H 5.143 0.916 -1.675 -0.2 0.1 -0.1
C 2.828 -2.382 -1.770 -0.1 -0.2 0.3
C 2.571 -2.888 -0.328 0.8 -0.4 -0.2
C 2.642 -4.424 -0.350 -0.1 0.3 0.0
C 3.727 -2.386 0.561 -0.3 -0.1 -0.3
N 1.359 -2.333 0.202 0.2 0.7 -0.1
H 3.812 -2.676 -2.135 0.2 0.0 -0.1
H 2.759 -1.298 -1.773 0.1 0.1 -0.1
H 2.074 -2.783 -2.441 -0.2 -0.1 -0.2
H 3.610 -4.736 -0.746 0.1 -0.1 -0.1
H 1.846 -4.831 -0.969 0.0 -0.2 -0.1
H 2.535 -4.819 0.656 0.0 -0.1 0.1
H 4.707 -2.657 0.168 0.1 0.0 -0.1
H 3.619 -2.799 1.561 0.0 -0.1 0.2
H 3.662 -1.310 0.632 0.1 0.1 0.1

No. 3
16
Properties=species:S:1:pos:R:3:forces:R:3 method="wB97M-V/def2-TZVPD" e_homo_ev=-10.003 total_energy_ha=-420.9146 homo_lumo_gap_ev=10.8601 charge=0 lumo_energy_ev=0.86
C 0.299 -0.570 -0.010 -0.4 -0.7 0.0
C -1.010 -1.007 -0.596 -1.4 0.3 -0.4
C -1.208 1.164 0.588 1.2 -0.1 -2.6
C 0.119 0.905 -0.160 1.5 0.4 -0.6
C 1.763 -0.278 -0.406 -0.5 -0.5 -0.8
H 0.899 -0.572 1.901 0.2 0.3 -0.3
H -1.514 -1.924 -0.232 0.8 0.4 -0.2
H -1.083 -0.913 -1.698 0.4 -0.4 0.6
H -1.100 1.084 1.653 -0.2 -0.4 0.5
H -1.719 2.076 0.272 0.1 -0.1 0.3
H 0.080 1.065 -1.288 -0.5 0.5 1.4
H 2.473 -0.930 0.065 0.5 0.0 0.7
H 2.053 -0.218 -1.468 -0.5 0.0 0.1
O 0.250 -1.000 1.337 -0.2 -0.5 0.2
O -1.890 0.092 -0.113 -0.6 -0.2 0.7
O 1.589 1.028 0.155 -0.4 1.0 0.4

No. 4
69
Properties=species:S:1:pos:R:3:forces:R:3 method="wB97M-V/def2-TZVPD" e_homo_ev="-6.672 / -6.673" spin_multiplicity=4 s_squared=3.759 total_energy_ha=-4816.8906 homo_lumo_gap_ev="6.7953 / 6.7699" charge=0 lumo_energy_ev="0.12 / 0.10"
V -1.668 -0.102 0.305 -0.1 0.0 0.0
N 1.962 1.489 1.655 0.0 0.0 0.0
C 2.616 0.582 0.858 0.0 0.0 0.0
C 1.648 -0.150 0.244 0.0 0.0 0.0
N 0.420 0.317 0.627 0.0 0.0 0.0
C 0.643 1.315 1.458 0.0 0.0 0.1
C -0.504 1.963 2.066 0.1 0.0 0.0
N -1.704 1.450 1.870 0.0 0.0 0.0
C -2.584 2.247 2.554 0.0 0.0 0.0
C -1.901 3.251 3.169 0.0 0.0 0.0
N -0.573 3.055 2.852 0.0 0.0 0.0
H 2.402 2.275 2.102 0.0 0.0 0.0
H 3.688 0.561 0.776 0.0 0.0 0.0
H 1.758 -0.956 -0.461 0.0 0.0 0.0
H -3.640 2.037 2.558 0.0 0.0 0.0
H -2.225 4.070 3.785 0.0 0.0 0.0
H 0.188 3.664 3.099 0.0 0.0 0.0
O -2.047 1.456 -1.168 0.0 0.0 0.0
C -1.296 1.237 -2.370 0.1 0.0 0.0
C -1.134 -0.236 -2.650 -0.1 0.0 0.0
C -0.872 -0.702 -3.928 0.1 0.0 0.0
C -0.670 -2.058 -4.117 0.0 0.0 0.0
C -0.772 -2.913 -3.030 0.0 0.0 0.0
C -1.069 -2.375 -1.792 0.0 0.0 0.0
N -1.237 -1.063 -1.602 0.0 0.0 0.0
H -2.991 1.377 -1.356 0.0 0.0 0.0
H -0.332 1.731 -2.192 0.0 -0.1 0.0
H -1.775 1.740 -3.211 0.0 0.0 0.0
H -0.798 -0.004 -4.751 0.0 0.0 0.0
H -0.436 -2.443 -5.100 0.0 0.0 0.0
H -0.627 -3.978 -3.134 0.0 0.0 0.0
H -1.178 -2.994 -0.910 0.0 0.0 0.0
C -6.340 -4.397 2.396 0.0 0.0 0.0
C -5.854 -3.047 1.932 0.0 0.0 0.0
O -4.413 -3.046 2.006 0.0 0.0 0.0
P -3.616 -1.675 1.821 0.1 0.0 0.0
S -1.680 -2.093 1.889 0.0 0.0 0.0
S -4.186 -0.672 0.205 0.0 0.0 0.0
O -4.074 -0.780 3.074 0.0 0.0 0.0
C -3.673 -1.163 4.404 0.0 0.0 0.0
C -4.369 -0.243 5.377 0.0 0.0 0.0
H -7.428 -4.441 2.330 0.0 0.0 0.0
H -6.048 -4.580 3.430 0.0 0.0 0.0
H -5.923 -5.188 1.773 0.0 0.0 0.0
H -6.244 -2.242 2.560 0.0 0.0 0.0
H -6.143 -2.846 0.899 0.0 0.0 0.0
H -2.587 -1.079 4.473 0.0 0.0 0.0
H -3.945 -2.208 4.573 0.0 0.0 0.0
H -4.094 0.794 5.184 0.0 0.0 0.0
H -4.074 -0.493 6.397 0.0 0.0 0.0
H -5.451 -0.337 5.296 0.0 0.0 0.0
S 4.162 -0.853 -4.326 0.0 0.0 0.0
C 3.786 0.477 -3.398 0.0 0.0 -0.1
S 2.161 0.971 -3.053 0.0 0.0 0.0
C 2.720 2.259 -1.988 0.1 0.0 0.0
N 4.017 2.320 -1.949 -0.1 0.0 0.1
N 4.594 1.345 -2.757 0.0 0.0 0.0
C 6.019 1.301 -2.739 0.0 0.0 0.0
C 6.673 1.509 -1.534 0.0 0.0 0.0
C 8.057 1.486 -1.495 0.0 0.0 0.0
C 8.785 1.258 -2.654 0.0 0.0 0.0
C 8.121 1.066 -3.856 0.0 0.0 0.0
C 6.736 1.090 -3.907 0.0 0.0 0.0
S 1.598 3.222 -1.141 -0.1 0.1 -0.1
H 6.089 1.709 -0.646 0.0 0.0 0.0
H 8.569 1.648 -0.555 0.0 0.0 0.0
H 9.867 1.239 -2.622 0.0 0.0 0.0
H 8.683 0.900 -4.766 0.0 0.0 0.0
H 6.214 0.942 -4.840 0.0 0.0 0.0

No. 5
20
Properties=species:S:1:pos:R:3:forces:R:3 method="wB97M-V/def2-TZVPD" e_homo_ev=-8.245 total_energy_ha=-349.0856 homo_lumo_gap_ev=8.9965 charge=0 smiles="C=C/C=C/C(=C)C.O" lumo_energy_ev=0.75
C 1.972 -0.945 0.824 0.0 -0.4 1.0
C 1.733 -0.481 -0.574 -1.3 -0.2 -0.6
C 2.450 0.383 -1.294 0.3 0.3 0.4
C -0.642 -1.279 -0.597 -0.7 -0.3 0.2
C 0.484 -0.959 -1.228 0.3 0.4 0.4
C -2.885 -2.256 -0.634 -0.9 -0.1 -0.3
C -1.884 -1.673 -1.278 0.9 0.0 0.3
H 2.943 -1.411 0.893 0.7 0.4 0.1
H 1.837 -0.191 1.606 0.4 0.2 -0.3
H 1.339 -1.767 1.180 -0.3 0.2 -0.7
H 2.205 0.544 -2.336 -0.2 0.1 0.0
H 3.232 1.026 -0.894 0.1 -0.5 0.0
H -0.734 -1.305 0.489 0.4 0.0 -0.1
H 0.448 -0.854 -2.299 0.0 -0.1 -0.4
H -3.762 -2.607 -1.166 0.0 0.1 -0.1
H -2.958 -2.400 0.436 0.5 0.1 0.1
H -1.886 -1.540 -2.356 -0.2 -0.1 0.0
H -0.946 4.405 3.324 -0.3 0.0 0.0
H -1.816 5.703 3.345 -0.3 -0.2 0.1
O -0.929 5.360 3.236 0.6 0.2 -0.1

No. 6
50
Properties=species:S:1:pos:R:3:forces:R:3 method="wB97M-V/def2-TZVPD" e_homo_ev=-8.751 total_energy_ha=-1427.7665 homo_lumo_gap_ev=7.7977 charge=0 lumo_energy_ev=-0.95
C -7.633 -2.073 0.222 -0.5 -2.2 -5.1
H -7.609 -1.433 -0.740 -0.6 -0.8 1.6
H -7.627 -1.370 1.009 0.1 -0.1 1.3
H -8.398 -2.874 0.084 0.1 1.2 0.8
O -6.423 -2.938 -0.013 -0.2 2.5 2.3
C -5.400 -2.075 0.223 -2.8 3.2 -0.6
N -5.570 -0.800 0.363 1.1 4.1 -1.6
C -4.418 0.108 0.105 -3.6 -0.7 3.0
C -3.161 -0.411 0.140 3.6 -0.2 0.8
C -2.934 -1.876 0.200 -0.6 3.5 -0.5
C -4.155 -2.422 0.195 5.3 -10.3 -1.1
H -4.147 -3.601 0.055 0.4 1.9 0.4
H -1.963 -2.454 0.105 -1.4 1.1 0.3
N -1.929 0.427 0.304 -2.5 -7.5 -2.1
C -1.847 1.685 0.202 -1.6 4.4 4.5
O -2.838 2.441 0.480 3.0 -0.9 -2.0
C -0.361 1.948 0.432 -3.4 5.9 -2.9
C 0.427 1.407 1.330 4.5 0.5 -0.6
C 1.923 1.862 1.214 -7.6 -11.9 10.8
C 2.272 2.802 0.564 0.9 8.4 -8.7
C 1.403 3.445 -0.485 -0.6 2.0 2.6
C -0.024 3.224 -0.300 6.2 -0.9 -2.3
O -0.798 3.813 -1.242 -4.0 -4.8 3.5
C -0.436 4.810 -1.947 -4.7 -7.0 -15.7
H -1.264 5.244 -2.906 2.0 -1.3 3.8
H 0.477 4.461 -2.844 -2.0 0.5 2.2
H 0.017 5.415 -1.533 7.3 11.5 7.4
H 1.893 4.391 -1.050 -1.5 -2.6 1.3
H 3.275 2.959 0.565 3.0 1.2 -0.3
C 2.781 0.862 2.167 1.1 3.8 -2.1
N 3.292 -0.055 1.210 -5.4 -1.6 0.0
C 2.479 -1.154 0.504 3.1 0.8 1.6
O 1.342 -1.202 0.740 -3.0 -0.5 -0.1
C 3.444 -2.082 -0.169 0.6 5.6 2.3
C 3.226 -3.127 -0.940 -2.4 1.6 0.5
C 4.412 -3.432 -1.516 -1.8 -9.5 -5.8
C 5.668 -3.105 -1.539 -4.4 8.5 8.7
C 5.848 -1.975 -0.297 -2.6 -3.8 -5.8
C 4.729 -1.383 0.057 -2.9 -0.5 1.6
C 4.516 -0.127 1.035 10.2 -3.0 -2.1
O 5.564 0.418 1.501 -3.5 -0.5 -0.8
H 6.696 -1.510 -0.174 4.8 2.0 0.9
H 6.386 -3.622 -1.824 6.4 -4.4 -3.0
H 4.192 -4.643 -2.156 0.9 3.6 1.3
H 2.163 -3.402 -1.156 1.5 -0.5 0.0
H 3.766 1.401 2.445 -1.8 -0.7 0.4
H 2.298 0.344 2.983 -0.4 0.3 0.1
H 0.207 0.559 1.953 -0.3 0.0 0.0
H -1.060 -0.100 0.149 -0.8 0.2 0.1
H -4.699 1.218 0.297 0.9 -2.3 -0.8